No. 1
C4H10N | ωB97M-V/def2-TZVPD

Cartesian coordinates (Å):
C -2.873 -0.685 0.912
C -2.032 -1.701 0.772
H -2.810 0.042 1.712
H -3.767 -0.615 0.318
H -1.177 -1.876 1.416
H -2.109 -2.413 -0.041
C 0.599 1.085 -0.609
C 2.902 0.471 -0.804
N 1.912 0.775 -0.070
H 0.251 0.271 -1.243
H 0.588 1.987 -1.217
H -0.158 1.219 0.156
H 2.755 0.501 -1.870
H 3.852 0.198 -0.363
H 2.068 0.739 0.931

Frontier orbital gap (eV): 7.575
Relative energy (zero: lowest compared OMol25 entry of this formula, charge and spin) (kcal per mole): 51.45
Net charge: +1

---

No. 2
C2H6N2S | ωB97M-V/def2-TZVPD

Cartesian coordinates (Å):
C -1.430 1.301 0.114
C 0.376 -0.844 -0.025
H -2.427 1.360 -0.338
H -1.179 1.842 1.029
H -0.630 1.791 -0.606
H 0.623 -2.011 0.617
H 3.198 -0.325 0.558
H 2.676 1.312 0.288
N 1.127 0.204 -0.299
N 2.449 0.235 0.018
S -1.310 -0.611 -0.007

Frontier orbital gap (eV): 8.635
Relative energy (zero: lowest compared OMol25 entry of this formula, charge and spin) (kcal per mole): 89.85

---

No. 3
C4H12NO2 | ωB97M-V/def2-TZVPD

Cartesian coordinates (Å):
C -1.849 1.908 -0.523
C -1.712 0.649 -1.405
N -0.469 -0.076 -1.275
C -0.073 -0.472 0.089
C 1.344 0.139 0.403
O 2.062 0.341 -0.722
H -2.701 2.494 -0.884
H -2.103 1.605 0.488
H -0.984 2.553 -0.641
H -1.813 0.952 -2.457
H -2.550 -0.033 -1.241
H 0.319 0.497 -1.570
H -0.781 -0.026 0.819
H -0.198 -1.558 0.188
H 1.894 -0.595 1.050
H 1.196 1.056 1.020
H 1.281 -1.437 2.386
H -0.024 -2.202 2.741
O 0.933 -2.284 2.697

Frontier orbital gap (eV): 6.541
Relative energy (zero: lowest compared OMol25 entry of this formula, charge and spin) (kcal per mole): 30.12
Net charge: -1

---

No. 4
C3H12N4O | ωB97M-V/def2-TZVPD

Cartesian coordinates (Å):
C 1.648 0.285 0.796
C 0.319 0.050 -1.613
N 0.712 -0.653 -0.416
N 1.225 -1.909 -0.660
N 0.922 1.288 1.310
H 0.487 -2.540 -0.974
H 1.599 -2.275 0.211
H 1.062 2.160 0.807
H -0.532 0.670 1.582
H 1.793 -0.556 1.479
H 2.553 0.492 0.209
H 1.162 0.089 -2.311
H 0.039 1.062 -1.324
H -0.529 -0.438 -2.103
C -2.382 0.687 0.430
N -1.344 0.012 1.202
O -0.779 -1.008 0.633
H -2.948 -0.050 -0.139
H -1.962 1.437 -0.251
H -3.044 1.197 1.130

Frontier orbital gap (spin up / spin down) (eV): 8.290 / 8.107
Relative energy (zero: lowest compared OMol25 entry of this formula, charge and spin) (kcal per mole): 165.28

---

No. 5
C13H24Cl2NO4P2Sn | ωB97M-V/def2-TZVPD

Cartesian coordinates (Å):
Sn 0.356 0.546 0.951
P 2.537 -0.714 0.923
C 2.476 -1.196 -0.773
C 1.242 -1.344 -1.455
N 0.067 -0.844 -0.906
C -1.122 -1.148 -1.432
C -1.230 -1.963 -2.560
C -0.077 -2.405 -3.212
C 1.146 -2.056 -2.681
C -2.406 -0.646 -0.775
P -2.447 1.035 -0.072
H 2.076 -2.355 -3.153
H -2.226 -2.200 -2.923
H -0.168 -2.991 -4.124
H -3.197 -0.676 -1.541
H -2.695 -1.358 0.016
H 3.778 3.156 -3.703
H 3.391 -1.404 -1.335
H -0.543 5.117 -1.519
O 3.878 2.556 -2.965
H 4.710 2.857 -2.564
H -1.229 1.401 0.827
O 0.069 5.133 -2.248
H 0.810 4.597 -1.924
C -2.695 2.238 -1.376
H -3.681 2.093 -1.842
H -2.655 3.259 -0.957
H -1.926 2.146 -2.162
C -3.701 1.154 1.186
H -3.564 2.126 1.694
H -4.707 1.122 0.753
H -3.596 0.344 1.927
C 2.375 -2.149 2.028
H 3.155 -2.894 1.788
H 2.480 -1.830 3.077
H 1.383 -2.614 1.902
C 4.015 0.264 1.291
H 3.934 0.647 2.322
H 4.922 -0.359 1.199
H 4.077 1.112 0.589
Cl -3.269 -1.800 3.935
C -1.530 -1.539 4.227
Cl -0.672 -2.995 4.767
C -0.884 -1.049 2.922
O -0.317 0.115 3.017
O -0.921 -1.722 1.872
H -1.418 -0.765 4.990

Frontier orbital gap (eV): 6.452
Relative energy (zero: lowest compared OMol25 entry of this formula, charge and spin) (kcal per mole): 77.33
Net charge: +1

---

No. 6
C13H17NO3S2 | ωB97M-V/def2-TZVPD

Cartesian coordinates (Å):
O 2.124 3.605 -0.758
C 1.820 2.710 0.012
O 2.026 1.326 -0.021
C 1.261 3.186 1.269
C -0.432 2.878 1.166
N -0.674 1.537 0.983
C -0.704 0.688 -0.104
O -0.613 1.441 -1.159
C -0.879 -0.743 0.090
C -0.860 -1.585 -0.920
C -0.721 -1.121 -2.630
C 0.431 -1.233 -3.091
C 0.793 -2.894 -3.636
C -0.042 -3.816 -2.838
C 0.078 -3.867 -1.340
C -1.003 -3.123 -0.837
S -0.661 -1.162 1.566
C -0.440 0.472 2.204
S -0.309 0.976 3.773
H 2.558 1.287 -0.872
H 1.144 4.296 1.513
H 1.344 2.490 2.321
H -0.886 3.191 0.312
H -0.905 3.172 2.024
H -1.257 -0.168 -2.567
H -1.480 -1.793 -3.063
H 0.720 -0.524 -4.006
H 1.187 -1.056 -2.310
H 1.749 -2.852 -3.666
H 0.533 -2.746 -4.649
H 0.559 -4.702 -3.266
H -0.961 -3.982 -3.318
H 0.950 -3.311 -1.058
H 0.268 -5.013 -0.807
H -0.933 -3.120 0.138
H -1.973 -3.561 -1.122

Structure (SMILES): O=C(O)CCN1C(=O)C(=C2CCCCCC2)SC1=S
Frontier orbital gap (eV): 8.011
Relative energy (zero: lowest compared OMol25 entry of this formula, charge and spin) (kcal per mole): 246.26

---

No. 7
C25H45FNO9S4 | ωB97M-V/def2-TZVPD

Cartesian coordinates (Å):
C -3.977 -0.493 1.114
C -3.169 0.588 0.406
O -3.089 1.730 0.962
N -2.506 0.395 -0.890
H -1.480 0.537 -0.787
H -2.733 -0.534 -1.176
C -2.869 1.424 -1.876
H -4.921 -0.069 1.295
H -3.473 -0.827 1.935
H -3.935 -1.311 0.306
H -2.645 2.422 -1.525
H -4.047 1.327 -2.138
H -2.254 1.115 -2.767
F -0.543 6.525 3.586
C -0.404 5.217 3.868
C 0.440 4.850 4.966
C 0.468 3.477 5.317
C -0.168 2.525 4.535
C -1.096 2.947 3.495
C -1.150 4.343 3.081
H 0.748 5.705 5.407
H 0.932 2.913 6.175
H -0.215 1.647 4.926
H -1.605 2.177 2.935
H -1.843 4.745 2.380
C 1.599 -3.072 2.590
C 2.310 -1.793 2.296
C 1.545 -0.630 2.497
S -0.057 -1.106 2.089
O -0.386 -0.656 0.718
O -0.977 -0.777 3.096
C 0.232 -2.844 2.059
H 1.569 -3.051 3.675
H 2.050 -3.883 2.256
H 2.432 -1.872 1.220
H 3.363 -1.482 2.584
H 2.088 0.149 1.977
H 1.866 -0.352 3.581
H 0.212 -3.176 1.038
H -0.685 -3.241 2.786
C -1.973 -5.656 -2.700
C -0.966 -5.952 -1.549
C -0.660 -4.792 -0.790
S -1.953 -3.630 -1.038
O -1.434 -2.484 -1.755
O -2.716 -3.445 0.181
C -2.965 -4.580 -2.147
H -2.466 -6.474 -3.035
H -1.292 -4.976 -3.365
H -0.059 -6.543 -1.743
H -1.367 -6.568 -0.700
H 0.287 -4.340 -1.295
H -0.415 -4.969 0.358
H -3.394 -3.843 -2.859
H -3.800 -4.976 -1.776
C 2.183 0.128 -4.747
C 1.237 -1.066 -5.015
C 0.207 -1.040 -4.164
S 1.044 -0.515 -2.594
O 1.467 -1.755 -1.904
O 0.268 0.441 -1.892
C 2.366 0.104 -3.275
H 1.890 0.991 -5.277
H 3.097 0.041 -5.133
H 1.616 -2.123 -4.761
H 0.855 -0.987 -6.186
H -0.330 -1.913 -4.076
H -0.546 -0.198 -4.336
H 3.267 -0.383 -2.916
H 2.543 1.195 -2.831
C 2.275 3.091 1.372
C 2.951 4.386 0.859
C 2.157 4.902 -0.178
S 1.564 3.437 -1.029
O 2.217 3.272 -2.279
O 0.095 3.496 -0.963
C 2.042 2.300 0.167
H 1.458 3.305 1.816
H 2.855 2.594 2.012
H 3.888 4.353 0.446
H 2.924 5.139 1.682
H 2.807 5.548 -0.737
H 1.298 5.406 0.187
H 2.884 1.705 -0.412
H 0.925 1.762 0.373

Frontier orbital gap (eV): 8.512
Relative energy (zero: lowest compared OMol25 entry of this formula, charge and spin) (kcal per mole): 6.63
Net charge: +1

---

No. 8
C4H3N3O | ωB97M-V/def2-TZVPD

Cartesian coordinates (Å):
C -0.753 -1.613 0.958
C -0.218 -1.670 -0.353
N 0.155 -0.351 -0.533
N 0.662 0.379 -1.511
C 0.677 1.578 -0.964
O 0.267 1.607 0.425
C -0.158 0.358 0.562
N -0.735 -0.365 1.530
H -1.023 -2.552 1.551
H 0.097 -2.428 -1.054
H 0.933 2.564 -1.531

Structure (SMILES): c1cn2ncoc2n1
Frontier orbital gap (eV): 9.561
Relative energy (zero: lowest compared OMol25 entry of this formula, charge and spin) (kcal per mole): 35.24

---

| no. | calculated total energy (Ha) |
| --- | --- |
| 1 | -212.8384 |
| 2 | -587.3608 |
| 3 | -364.8075 |
| 4 | -415.5335 |
| 5 | -2682.6068 |
| 6 | -1582.0797 |
| 7 | -3403.5095 |
| 8 | -393.6633 |